Molecular formula: C20H30N10
Method: DFT, ωB97M-V/def2-TZVPD

```
60
Properties=species:S:1:pos:R:3:forces:R:3
C -6.664 13.173 6.824 0.37 0.99 -0.66
C -5.914 13.793 5.703 -0.42 -0.72 1.14
N -5.320 14.228 4.830 0.40 0.39 -0.51
H -7.688 13.085 6.467 -0.03 -0.50 0.26
H -6.654 13.856 7.673 0.02 0.08 -0.05
H -6.182 12.246 7.119 -0.28 -0.20 -0.24
C -0.467 12.864 3.250 0.32 -0.01 -0.48
C -0.832 12.455 1.890 -0.55 -0.40 -0.15
N -1.106 12.132 0.818 0.20 0.20 0.52
H -0.863 12.246 4.053 -0.22 -0.19 -0.29
H -0.803 13.889 3.397 0.22 0.05 0.08
H 0.620 12.774 3.276 0.01 0.35 0.33
C 0.037 9.330 7.304 -0.73 0.00 -0.47
C 0.209 10.706 6.856 0.40 -0.02 0.48
N 0.362 11.793 6.525 -0.10 0.12 -0.16
H 0.730 9.000 8.072 0.19 0.25 -0.10
H 0.105 8.707 6.412 0.09 -0.22 0.18
H -0.980 9.244 7.689 0.03 -0.10 0.04
C -4.722 16.167 10.380 1.10 -0.28 1.09
C -4.820 16.337 8.961 -0.33 0.36 -1.52
N -4.911 16.467 7.817 0.14 -0.18 0.81
H -4.123 16.951 10.848 -0.38 0.41 -0.24
H -4.082 15.303 10.582 -0.43 -0.32 -0.06
H -5.681 16.084 10.884 -0.02 -0.05 -0.13
C -3.353 17.676 4.608 -0.46 -0.02 0.19
C -3.270 18.792 5.559 0.25 -0.19 0.11
N -3.163 19.686 6.275 -0.09 -0.27 -0.20
H -2.623 17.817 3.815 -0.14 0.02 -0.10
H -4.372 17.617 4.225 0.10 0.22 -0.29
H -3.215 16.695 5.060 0.27 0.22 0.33
C -2.535 11.535 10.612 0.06 0.28 0.80
C -2.818 10.127 10.930 0.04 1.70 -0.97
N -3.062 9.056 11.230 -0.18 -1.22 0.26
H -3.053 12.025 9.791 -0.20 -0.79 -0.31
H -1.469 11.698 10.465 0.01 -0.04 0.08
H -2.856 12.100 11.489 0.30 0.07 0.10
C -4.937 8.575 7.897 -1.27 -0.21 -1.49
C -5.934 9.182 6.982 0.48 0.12 0.49
N -6.753 9.662 6.340 -0.13 0.07 -0.19
H -4.339 9.367 8.334 0.02 -0.26 0.32
H -4.364 7.886 7.276 0.39 0.13 0.22
H -5.562 7.956 8.539 0.51 0.21 0.67
C -2.453 14.019 6.861 0.15 -0.39 0.04
C -3.094 12.699 7.019 -0.52 -0.49 -0.51
N -3.571 11.648 7.128 0.61 1.18 0.10
H -1.578 13.911 6.219 0.24 -0.24 0.36
H -2.181 14.336 7.868 0.27 0.24 -0.14
H -3.042 14.788 6.364 -0.65 -0.36 0.28
C -0.598 16.375 12.092 0.16 -0.25 -0.24
C -0.958 15.329 11.134 0.25 -0.50 -0.79
N -1.255 14.485 10.404 0.04 0.69 0.59
H -0.997 16.015 13.039 -0.09 0.65 0.17
H -0.959 17.340 11.739 -0.48 -0.09 0.31
H 0.476 16.528 12.191 0.07 -0.49 -0.15
C 2.073 14.631 6.466 0.19 0.01 1.07
C 1.840 15.439 7.670 -0.01 0.11 -0.92
N 1.676 16.066 8.612 -0.12 0.26 0.58
H 1.173 14.553 5.864 0.04 -0.09 0.02
H 2.339 13.669 6.905 -0.05 -0.29 -0.65
H 2.911 15.027 5.897 -0.06 0.04 -0.02
```
Forces are in eV/Å.

The calculation puts the HOMO energy at -11.4 eV. The lowest unoccupied orbital energy comes out at 0.08 eV. As for the SMILES: CC#N.CC#N.CC#N.CC#N.CC#N.CC#N.CC#N.CC#N.CC#N.CC#N. The calculation puts the max |F| at 1.97 eV Å⁻¹.